(1)
Density functional theory data (the ωB97M-V functional and the def2-TZVPD basis) for a cluster of 9 separate species, C26H64Cl2N6O14P2 in total.

```
114
Properties=species:S:1:pos:R:3
C -1.30508 3.60119 4.24925
C -1.02570 2.08075 4.11500
O -0.06551 1.56729 4.66284
N -1.96366 1.41947 3.40643
C -2.03082 -0.02791 3.21366
H -0.34032 4.09550 4.36321
H -1.96896 3.74953 5.10093
H -1.77804 4.01719 3.35967
H -2.74322 1.91924 3.00318
H -1.23807 -0.66365 3.60798
H -2.05944 -0.27277 2.15191
H -2.99919 -0.39566 3.55297
C -0.35604 0.88018 -4.26860
C -1.33774 -0.27698 -3.92858
O -1.32051 -0.69173 -2.78923
N -2.04460 -0.75696 -4.92740
C -2.91133 -1.90427 -4.84155
H -0.32624 1.60972 -3.45929
H -0.59242 1.41215 -5.19014
H 0.62698 0.41352 -4.33179
H -2.00818 -0.29918 -5.82697
H -2.59006 -2.58657 -5.62854
H -3.92048 -1.53961 -5.03323
H -2.91050 -2.42000 -3.88127
C -0.43468 5.92217 0.64994
C -1.37773 7.10693 0.95659
O -1.94421 7.66677 0.08221
N -1.33466 7.55848 2.19554
C -1.93511 8.76159 2.70760
H -1.07699 5.04161 0.66183
H 0.35766 5.92205 1.39847
H -0.00993 5.94089 -0.35372
H -0.76228 7.06198 2.86335
H -2.87668 8.85327 2.16619
H -1.33580 9.66876 2.63034
H -2.25516 8.63102 3.74134
C -4.92406 -0.65965 0.87962
C -3.83102 -0.39168 -0.13156
O -3.62124 0.73292 -0.52743
N -3.05040 -1.37116 -0.62387
C -3.05202 -2.79372 -0.57993
H -4.92908 -1.66183 1.30823
H -5.94734 -0.59853 0.50913
H -4.81929 0.05950 1.69200
H -2.42985 -0.93873 -1.29322
H -3.08529 -3.19081 -1.59447
H -3.82814 -3.18223 0.07947
H -2.06873 -3.15847 -0.28296
C -4.36645 5.39803 1.94553
C -4.13532 3.91013 1.79884
O -4.20368 3.22603 2.77384
N -3.79347 3.38165 0.59119
C -3.81465 4.08583 -0.73164
H -4.03063 5.70282 2.93671
H -5.42898 5.63567 1.89400
H -3.86985 6.02958 1.20889
H -3.69879 2.39028 0.42290
H -4.22134 3.47525 -1.53780
H -2.77874 4.38303 -0.89494
H -4.48856 4.93796 -0.64323
C 1.57828 -5.02455 -2.65434
C 0.50951 -4.06108 -2.49356
O -0.66752 -4.39068 -2.36665
N 0.77366 -2.70377 -2.46319
C 2.10019 -2.13356 -2.41799
H 2.56102 -4.81213 -2.23340
H 1.67128 -5.06324 -3.73968
H 1.27421 -6.02176 -2.33622
H 0.15868 -1.90797 -2.37041
H 2.69054 -2.47935 -1.56945
H 1.89285 -1.06992 -2.30063
H 2.76002 -2.22506 -3.28075
C 1.83562 -5.54855 5.21741
O 1.71630 -4.90428 3.89853
P 2.21696 -3.34154 3.62304
O 3.53542 -2.93931 4.19423
O 2.07027 -3.22009 1.95567
C 0.92682 -3.73969 1.32780
O 0.96014 -2.38469 4.06523
C 1.03943 -1.70930 5.28997
H 2.49835 -6.38690 5.00274
H 0.87489 -5.91315 5.58095
H 2.27761 -4.87199 5.94886
H 0.08645 -3.67236 2.01871
H 1.06970 -4.78828 1.06675
H 0.71365 -3.20771 0.40063
H 0.95123 -2.36691 6.15477
H 0.31594 -0.89730 5.36282
H 1.99875 -1.22601 5.47499
C 4.83169 -2.35456 -5.78654
O 5.01934 -2.81700 -4.45595
P 5.61214 -1.83669 -3.34938
O 5.09189 -0.44445 -3.49654
O 7.23634 -1.96644 -3.56076
C 7.83349 -3.22653 -3.83497
O 5.28176 -2.52026 -1.94943
C 5.77677 -2.04158 -0.72637
H 3.84301 -2.59891 -6.17501
H 5.58138 -2.77868 -6.45451
H 4.67926 -1.29165 -5.97389
H 8.54197 -3.02929 -4.63949
H 7.15459 -4.00120 -4.19145
H 8.42774 -3.60519 -3.00335
H 6.10014 -2.88500 -0.11630
H 4.96865 -1.51315 -0.22061
H 6.65389 -1.42902 -0.93501
Cl 2.50537 0.06406 0.12456
C 0.79586 0.01634 0.71845
C -0.12566 1.04427 0.06774
Cl 0.60025 2.61066 0.22551
H 0.79707 0.24073 1.78510
H 0.36235 -0.97037 0.55547
H -1.14259 1.02129 0.45943
H -0.20511 0.85607 -1.00294
```

## Properties
E_tot (a.u.): -4014.264789
Charge: -1
Lowest unoccupied orbital energy (alpha / beta) (eV): 2.13 / 2.10
Spin multiplicity: 2
HOMO level (alpha / beta) (eV): 0.55 / -6.74

Löwdin atomic charge list, values in e, 6 entries: 0.007 -0.539 0.024 0.043 -0.048 0.074

(2)
Density functional theory data (the ωB97M-V functional and the def2-TZVPD basis) for a cluster of 4 separate species, C6H22N2O3 in total.

```
33
Properties=species:S:1:pos:R:3
C -1.16226 -0.80968 -3.17486
C -0.93544 0.42088 -2.24142
N -1.48008 0.16479 -0.94208
C -2.68730 0.87689 -0.53073
C -0.60495 -0.12741 0.17414
C 0.72919 0.67219 0.40710
C 1.22947 0.16608 1.74155
N 1.74660 0.38356 -0.60687
H -0.75380 -1.72129 -2.64830
H -0.65517 -0.83313 -4.11954
H -2.20737 -1.11828 -2.96975
H 0.09976 0.69526 -2.45956
H -1.44025 1.23788 -2.77243
H -3.16250 0.29913 0.29848
H -2.71326 1.94047 -0.23619
H -3.40473 0.71630 -1.34683
H -1.05240 -0.15625 1.20731
H -0.27261 -1.18219 0.06899
H 0.34387 1.66532 0.35670
H 1.18768 -0.94549 1.93264
H 2.27183 0.40863 1.92988
H 0.63392 0.54799 2.56900
H 2.54399 0.98727 -0.57085
H 1.95016 -0.59139 -0.69353
O -0.13328 3.01522 2.00811
H -0.61818 2.92274 1.18436
H -0.75364 2.83827 2.72157
O 0.91743 -2.91818 -0.77905
H 1.20314 -2.11042 -1.20689
H 0.16354 -2.70863 -0.22559
O 3.38499 -1.48297 3.72832
H 2.58629 -1.32668 4.25411
H 3.04533 -1.92688 2.94224
```

## Properties
E_tot (a.u.): -576.933830
Charge: 0
Lowest unoccupied orbital energy (eV): 0.46
SMILES string: CCN(C)C[C@@H](C)N.O.O.O
Energy relative to the best compared isomer or geometry (same formula, charge and spin) (kJ/mol): 266.12
HOMO level (eV): -8.25

Löwdin atomic charge list, values in e, 6 entries: -0.084 -0.275 -0.209 -0.097 -0.174 -0.403

(3)
Density functional theory data (the ωB97M-V functional and the def2-TZVPD basis) for a structure of composition C5H20AgF2N11O9S2.

```
50
Properties=species:S:1:pos:R:3
Ag -0.40035 0.52634 0.22952
N 0.61430 2.37017 -0.09711
S 0.16767 3.56979 -0.97031
O 0.28805 3.40532 -2.40269
O 0.24296 4.85829 -0.35748
F -1.44706 3.34007 -0.80555
S 2.25576 2.81442 -0.14889
O 2.61604 3.73985 0.89292
O 2.99697 2.79006 -1.37117
F 2.76302 1.51102 0.61836
C 1.35304 0.96230 3.32424
O 0.64634 0.69929 2.34300
N 1.75982 2.23281 3.58404
N 2.00506 0.02173 4.05379
H 1.35207 2.91874 2.96761
H 2.51057 2.43505 4.21044
H 2.57293 0.27385 4.84021
H 1.66248 -0.92416 4.06563
C -1.56209 -2.47027 0.15813
O -1.23466 -1.44531 0.76398
N -1.84073 -2.48120 -1.17637
N -1.78505 -3.64913 0.78578
H -2.10982 -3.27948 -1.71867
H -1.72072 -1.60156 -1.66453
H -1.83416 -4.45096 0.18125
H -1.47942 -3.82559 1.72695
C 2.27727 -1.73626 0.18770
O 1.48587 -0.79894 -0.00193
N 3.38157 -1.46704 0.98623
N 2.02615 -3.03360 -0.00059
H 4.08057 -2.18833 0.95730
H 3.53099 -0.52164 1.28397
H 2.68721 -3.73590 0.26340
H 1.13563 -3.22619 -0.42706
C 0.13811 -0.17387 -3.13758
O -0.47950 -0.05183 -2.05911
N 0.55321 -1.37547 -3.58586
N 0.37520 0.87916 -3.93660
H 1.12065 -1.54859 -4.39293
H 0.27482 -2.16760 -3.03504
H 0.86922 0.84151 -4.80889
H 0.18544 1.80921 -3.58482
C -3.74299 0.61729 0.11845
O -2.55348 0.91050 -0.04751
N -4.48763 1.12704 1.13109
N -4.44725 -0.07665 -0.81124
H -3.96948 1.49486 1.91157
H -5.43776 0.83845 1.26871
H -5.35581 -0.45205 -0.61384
H -4.04102 -0.30553 -1.69850
```

## Properties
E_tot (a.u.): -2624.973018
Charge: +1
Lowest unoccupied orbital energy (alpha / beta) (eV): -2.49 / -5.83
Energy relative to the best compared isomer or geometry (same formula, charge and spin) (kJ/mol): 0.00
Spin multiplicity: 2
HOMO level (alpha / beta) (eV): -12.63 / -12.58

Löwdin atomic charge list, values in e, 6 entries: 1.180 -0.340 0.475 -0.271 -0.212 -0.213

(4)
Density functional theory data (the ωB97M-V functional and the def2-TZVPD basis) for a structure of composition C28H24BCl7F5N6Pb.

```
72
Properties=species:S:1:pos:R:3
Pb -0.42264 0.42898 -0.99809
C -0.89214 3.92218 0.68301
C -0.25014 2.92378 1.58161
C 0.26866 3.11398 2.86551
C 0.71716 1.86548 3.26041
C 1.34746 1.49678 4.55581
N 0.46636 1.00428 2.25561
N -0.11264 1.65008 1.24271
B 0.79126 -0.49692 2.18951
N -0.41954 -1.32702 1.72371
N -0.96114 -1.28042 0.49611
C -1.91224 -2.20422 0.42421
C -2.77894 -2.45812 -0.75239
C -1.98124 -2.87752 1.64311
C -1.02154 -2.29142 2.44441
C -0.69084 -2.65622 3.84821
N 1.95406 -0.73532 1.21481
N 1.84306 -0.54282 -0.10469
C 2.99736 -0.87462 -0.66379
C 3.27326 -0.82142 -2.12239
C 3.89126 -1.29172 0.32841
C 3.18646 -1.19782 1.51021
C 3.66386 -1.54502 2.87591
H -0.62494 4.92858 0.99701
H -1.97674 3.82508 0.71491
H -0.58334 3.76438 -0.34789
H 0.32236 4.02928 3.42181
H 1.34736 2.36528 5.21121
H 2.37566 1.16648 4.40811
H 0.79796 0.69088 5.03851
H 1.11646 -0.86462 3.26341
H -2.27654 -2.17692 -1.66849
H -3.69964 -1.87952 -0.67539
H -3.04024 -3.51272 -0.77879
H -2.64044 -3.68022 1.89971
H -1.38274 -3.42412 4.18461
H -0.77094 -1.79592 4.50851
H 0.32096 -3.05132 3.91191
H 2.48606 -0.28572 -2.63569
H 3.31926 -1.83012 -2.53429
H 4.22826 -0.33152 -2.30789
H 4.90356 -1.62242 0.20691
H 4.68646 -1.90932 2.80911
H 3.04676 -2.32872 3.31201
H 3.64076 -0.68192 3.54161
Cl -3.01244 0.77768 1.61571
C -3.66334 1.05388 0.04011
C -2.90034 0.75408 -1.08599
C -3.56654 0.91758 -2.29809
Cl -2.77564 0.47148 -3.76539
C -4.86394 1.41268 -2.40519
Cl -5.63044 1.58288 -3.93749
C -5.55454 1.77188 -1.25579
Cl -7.12884 2.46358 -1.36309
C -4.95864 1.56218 -0.01859
Cl -5.84644 1.92878 1.41061
Cl 3.08176 2.63848 0.42861
C 2.64266 3.57728 -1.00639
Cl 2.31686 2.51328 -2.38379
H 3.47536 4.23188 -1.25919
H 1.73716 4.13888 -0.78539
F -0.03854 -3.16122 -2.23809
C 0.27616 -2.28212 -3.21489
C 0.00656 -0.93422 -3.03289
C 0.35976 -0.13462 -4.11379
F 0.16076 1.20548 -4.04269
C 0.94736 -0.60232 -5.27989
F 1.26246 0.23428 -6.29089
C 1.22936 -1.95522 -5.39229
F 1.83776 -2.43742 -6.49729
C 0.88806 -2.80432 -4.35079
F 1.16436 -4.12462 -4.45969
```

## Properties
E_tot (a.u.): -5348.443818
Charge: -1
Lowest unoccupied orbital energy (eV): 2.33
Energy relative to the best compared isomer or geometry (same formula, charge and spin) (kJ/mol): 0.00
HOMO level (eV): -4.28

Löwdin atomic charge list, values in e, 6 entries: 1.285 -0.032 -0.397 -0.003 -0.290 -0.026

> What is the formula in the third record?

C5H20AgF2N11O9S2